No. 1
Formula: C5H12N3O
Source: the Open Molecules 2025 dataset
Level of theory: ωB97M-V/def2-TZVPD

Geometry as XYZ:
```
21
Properties=species:S:1:pos:R:3:forces:R:3
H -0.321 0.705 -2.566 -1.7 -0.6 0.8
C -0.879 2.356 2.143 1.7 -3.1 -2.6
N -1.218 0.711 -1.988 0.0 1.9 -1.2
H 1.150 -0.085 1.720 -0.9 0.0 -1.3
H 0.234 -2.614 1.345 1.1 -1.2 0.0
C -0.255 -1.696 1.295 -1.4 3.2 -0.2
H -0.702 3.132 2.816 0.1 1.2 0.5
N -0.514 1.564 1.330 -2.9 4.7 5.3
H -0.802 -1.448 2.214 0.5 -0.3 0.2
H 0.620 -1.166 -1.050 0.9 -0.2 0.0
H 1.329 0.306 -0.950 1.1 3.8 -1.8
H 2.252 -1.050 -0.214 -0.6 0.5 -0.5
H -1.613 1.687 -2.219 0.5 -2.0 0.5
N -0.524 0.588 0.613 -0.7 -1.2 -4.0
H -1.060 -1.694 0.589 -0.6 -0.9 -0.7
C 1.293 -0.535 -0.424 -1.1 -4.8 1.6
C 0.726 3.025 -0.547 1.4 0.7 -0.8
H -0.872 0.721 -0.574 0.0 -0.3 0.7
O 1.750 3.334 -0.917 -1.2 -0.3 0.5
C 0.479 -0.390 0.839 2.5 -1.9 2.7
H -1.926 0.000 -2.313 1.3 0.9 0.3
```
Forces are in eV/Å.

Output
- HOMO energy (eV) = -13.583
- relative energy (zero: lowest compared OMol25 entry of this formula, charge and spin) (kcal/mol) = 123.14
- Kohn-Sham gap (eV) = 9.9
- net charge = +1


No. 2
Formula: C10H13N7O5PtS2Se
Source: the Open Molecules 2025 dataset
Level of theory: ωB97M-V/def2-TZVPD

Geometry as XYZ:
```
39
Properties=species:S:1:pos:R:3:forces:R:3
N 2.093 -0.985 0.152 -0.3 -0.2 -0.1
O -2.314 -1.339 2.736 -0.1 -0.1 0.1
O -1.238 0.063 4.806 0.0 0.1 0.2
H -2.433 3.716 -2.336 0.0 0.0 0.0
N -0.326 -2.223 -0.304 -0.4 -0.1 0.0
O 0.386 -1.125 2.907 -0.1 -0.2 -0.2
C -2.531 3.372 -1.304 0.0 0.0 0.0
H 4.549 0.903 1.041 0.0 0.0 0.0
N -1.612 0.547 -1.114 0.0 0.0 0.1
C 3.234 -2.390 -1.270 0.0 0.0 0.0
N 3.634 0.495 1.112 0.1 -0.1 0.0
H -3.303 2.608 -1.258 0.0 0.0 0.0
N -2.561 -2.655 0.162 -0.1 0.0 -0.1
H 0.163 4.402 -1.041 0.0 0.0 0.0
N -1.281 2.865 -0.791 0.0 0.0 0.0
H 1.183 -4.405 -2.332 0.0 0.0 0.0
Se -1.111 -0.413 3.297 -0.1 -0.4 -0.4
H -2.610 0.633 -1.197 0.0 0.0 0.0
S -1.148 -4.299 -1.537 0.0 0.0 0.0
C -0.217 3.711 -0.286 0.0 0.0 0.0
C 0.507 -3.826 -1.725 0.0 0.0 0.0
H -1.264 -0.356 -0.789 0.0 0.0 -0.1
Pt 0.497 -0.097 1.116 1.1 1.0 0.8
S 4.486 -1.379 -0.644 0.0 0.0 0.0
C 0.843 2.688 0.103 0.1 0.0 -0.1
C 3.316 -0.530 0.303 0.0 0.1 0.0
C -1.390 -2.955 -0.455 0.2 -0.1 0.0
H 2.878 1.120 1.376 0.0 0.0 0.0
H -2.858 4.203 -0.681 0.0 0.0 0.0
C 2.038 -2.049 -0.746 0.2 -0.1 0.0
C -0.890 1.593 -0.718 0.1 0.0 -0.1
H -0.530 4.268 0.598 0.0 0.0 0.0
O -0.924 0.869 2.181 -0.1 0.0 -0.1
H -2.465 -2.139 1.048 0.0 0.0 0.0
H -3.282 -3.356 0.150 0.0 0.0 0.0
O 1.908 2.931 0.614 -0.1 0.1 0.0
H 3.456 -3.185 -1.959 0.0 0.0 0.0
N 0.363 1.437 -0.233 -0.5 -0.3 -0.1
C 0.755 -2.721 -0.980 -0.1 0.0 0.0
```
Forces are in eV/Å.

Output
- HOMO energy (eV) = -8.129
- relative energy (zero: lowest compared OMol25 entry of this formula, charge and spin) (kcal/mol) = 6.20
- Kohn-Sham gap (eV) = 8.3
- net charge = 0


No. 3
Formula: C9H7NS
Source: the Open Molecules 2025 dataset
Level of theory: ωB97M-V/def2-TZVPD

Geometry as XYZ:
```
18
Properties=species:S:1:pos:R:3:forces:R:3
N -2.459 -1.363 -1.326 0.0 -0.4 -0.5
H -2.568 -0.556 1.831 0.0 -0.1 -0.2
C -1.326 0.332 0.170 -0.8 -0.1 0.4
C 2.187 -0.779 0.232 0.1 0.1 0.0
H 0.309 -1.679 0.727 0.0 -0.1 0.1
H 0.137 2.344 -0.745 0.0 0.1 0.0
H 3.908 0.366 -0.344 0.1 0.0 0.0
H 2.768 -1.649 0.498 0.0 -0.1 0.0
S -2.630 1.402 0.298 -0.3 0.4 0.0
C 0.724 1.480 -0.471 -0.2 -0.2 0.1
C 2.832 0.356 -0.246 0.1 0.0 0.0
C -2.497 -0.366 0.761 0.9 0.4 -0.2
H -3.908 -1.940 0.043 0.0 0.0 -0.3
C 0.818 -0.799 0.368 -0.2 0.2 0.0
C -3.043 -1.320 -0.233 -0.5 -0.1 0.7
C 0.057 0.343 0.035 0.7 -0.1 -0.1
C 2.093 1.478 -0.607 0.1 0.0 0.0
H 2.598 2.352 -0.993 0.0 0.1 0.0
```
Forces are in eV/Å.

Output
- HOMO energy (spin up / spin down) (eV) = -6.915 / -9.118
- relative energy (zero: lowest compared OMol25 entry of this formula, charge and spin) (kcal/mol) = 88.13
- Kohn-Sham gap (spin up / spin down) (eV) = 6.5 / 8.6
- net charge = 0


No. 4
Formula: C30H30AgIN2O3P2
Source: the Open Molecules 2025 dataset
Level of theory: ωB97M-V/def2-TZVPD

Geometry as XYZ:
```
69
Properties=species:S:1:pos:R:3:forces:R:3
C 2.420 -0.357 -1.634 0.0 0.0 0.0
C 0.986 -6.919 -1.341 0.0 0.0 0.0
H 0.152 -6.808 -3.316 0.0 0.0 0.0
H -2.051 6.042 0.701 0.0 0.0 0.0
H -1.620 2.009 3.259 0.0 0.0 0.0
H -0.114 -4.352 -3.256 0.0 0.0 0.0
C 1.230 -4.814 -0.200 0.0 0.0 0.0
H 3.165 -3.664 -1.798 0.0 0.0 0.0
H -4.728 -1.203 -0.935 0.0 0.0 0.0
H 1.326 0.645 2.989 0.0 0.0 0.0
C 3.688 0.172 -1.838 0.0 -0.1 0.0
H -2.841 6.285 -0.873 0.0 0.0 0.0
H -2.778 3.827 -1.071 0.0 0.0 0.0
H 1.153 0.334 5.433 0.0 0.0 0.0
H 3.776 1.257 -1.852 0.0 0.0 0.0
H 5.402 -2.735 -2.181 0.0 0.0 0.0
C -1.629 -0.970 3.108 0.0 0.0 0.0
P -0.111 -0.094 0.766 0.1 -0.2 -0.1
C 0.193 -1.915 0.407 0.0 0.0 0.0
C 0.373 -0.048 4.785 0.0 0.0 0.0
C 1.927 3.400 -1.348 0.0 0.0 0.0
H 1.052 -2.203 1.019 0.0 0.0 0.0
H -0.736 1.700 -1.278 0.0 0.0 0.0
O 1.246 2.448 -0.855 0.0 -0.1 0.0
H 1.620 0.363 -1.484 0.0 0.0 0.0
O 3.015 3.270 -1.950 0.0 0.0 0.0
H -2.846 -1.547 0.578 0.0 0.0 0.0
C -1.747 -1.122 4.483 0.0 0.0 0.0
H -0.667 -2.518 0.720 0.0 0.0 0.0
H -2.612 1.996 -2.845 0.0 0.0 0.0
Ag -0.314 3.070 0.925 0.1 0.6 0.0
C 3.298 -2.589 -1.805 0.0 0.0 0.0
C 0.699 -4.128 -1.292 0.0 0.0 0.0
H -2.431 -1.329 2.479 0.0 0.0 0.0
H -3.520 4.215 0.349 0.0 0.0 0.0
C -0.744 -0.667 5.326 0.0 0.0 0.0
C -1.668 0.083 -0.205 0.0 0.0 0.0
N -2.650 4.261 -0.165 0.0 -0.1 0.0
C 4.762 -0.687 -2.036 0.0 0.0 0.0
C -0.516 -0.347 2.549 0.0 0.0 0.0
H -2.633 -1.591 4.896 0.0 0.0 0.0
C 0.311 -4.872 -2.405 0.0 0.0 0.0
C 1.375 4.829 -1.202 0.0 0.0 0.0
H 1.097 -7.997 -1.358 0.0 0.0 0.0
H 5.754 -0.284 -2.208 0.0 0.0 0.0
H -4.631 0.565 -2.668 0.0 0.0 0.0
H 2.150 5.397 -0.667 0.0 0.0 0.0
C -2.164 5.634 -0.307 0.0 0.0 0.0
I -2.395 4.491 3.574 0.0 0.0 0.0
C -3.858 -0.560 -1.009 0.0 0.0 0.0
C -1.616 1.065 -1.196 0.0 0.0 0.0
H 1.326 5.265 -2.205 0.0 0.0 0.0
O -0.696 6.516 -1.971 0.0 0.0 0.0
C -0.801 5.697 -1.018 0.0 0.1 0.1
C 2.211 -1.738 -1.602 0.0 0.0 0.0
C 1.370 -6.194 -0.220 0.0 0.0 0.0
C 0.458 -6.253 -2.437 0.0 0.0 0.0
H -0.843 -0.776 6.400 0.0 0.0 0.0
N 0.107 4.890 -0.518 -0.1 -0.2 -0.1
H -0.239 2.979 3.717 0.0 0.0 0.0
C -2.676 1.230 -2.081 0.0 0.0 0.0
H 1.545 -4.263 0.677 0.0 0.0 0.0
C -2.794 -0.737 -0.138 0.0 0.0 0.0
C 4.566 -2.063 -2.022 0.0 0.0 0.0
C 0.479 0.116 3.411 0.0 0.0 0.0
C -3.802 0.429 -1.984 0.0 0.0 0.0
C -1.019 2.868 2.961 0.0 -0.1 0.0
P 0.477 -2.297 -1.379 0.0 0.0 0.0
H 1.784 -6.705 0.641 0.0 0.0 0.0
```
Forces are in eV/Å.

Output
- HOMO energy (eV) = -1.402
- relative energy (zero: lowest compared OMol25 entry of this formula, charge and spin) (kcal/mol) = 0.81
- Kohn-Sham gap (eV) = 5.3
- net charge = -2